1.
Computed, not measured: a cluster of 6 separate species, C14H16Cl8F16O2 in total in a non-equilibrium geometry, with ωB97M-V with the def2-TZVPD basis set.

Geometry as ORCA input:
```
! RIJCOSX wB97M-V def2-TZVPD def2/J DEFGRID3
* xyz -1 2
C 3.01 1.04 4.15
C 3.02 -0.29 3.24
C 3.61 -0.04 1.83
F 4.75 0.65 1.84
F 3.78 -1.16 1.10
F 3.62 -1.33 3.80
F 1.76 -0.62 3.13
O 2.70 2.26 3.45
C 1.79 3.22 4.05
C 1.50 4.36 3.11
F 0.70 5.34 3.56
F 2.62 4.91 2.59
F 0.74 2.54 4.34
F 2.34 3.69 5.15
H 4.00 1.31 4.50
H 2.52 0.79 5.10
H 2.93 0.56 1.22
H 0.94 3.94 2.28
C 0.91 -2.80 0.47
C 0.48 -3.87 1.44
C -1.05 -4.19 1.39
F -1.42 -5.38 1.95
F -1.77 -3.20 1.83
F 1.19 -4.94 1.12
F 0.87 -3.57 2.70
O 0.48 -3.06 -0.91
C 0.95 -2.19 -1.96
C 0.47 -2.75 -3.29
F 0.95 -2.10 -4.37
F 0.63 -4.07 -3.44
F 0.44 -0.99 -1.72
F 2.28 -2.17 -1.88
H 1.98 -2.64 0.53
H 0.45 -1.86 0.79
H -1.40 -4.20 0.35
H -0.61 -2.61 -3.21
C -1.99 0.80 -5.28
Cl -1.64 1.43 -3.66
Cl -1.91 -1.01 -5.28
H -3.00 1.15 -5.49
H -1.23 1.25 -5.91
C -1.14 1.53 -0.22
Cl 0.00 0.96 1.02
Cl -1.07 3.28 -0.52
H -0.84 1.06 -1.15
H -2.16 1.22 0.00
C -4.19 -2.36 -1.75
Cl -3.82 -3.96 -1.05
Cl -2.94 -1.18 -1.38
H -4.38 -2.45 -2.82
H -5.14 -2.09 -1.28
C -3.20 5.16 -3.16
Cl -3.67 6.40 -2.00
Cl -4.50 3.96 -3.29
H -3.05 5.56 -4.16
H -2.25 4.72 -2.87
*
```

The value obtained for the HOMO energy (spin up / spin down) is 0.3 / -7.9 eV. As for the HOMO-LUMO gap (spin up / spin down): 0.068 / 0.367 Ha. Its LUMO energy (spin up / spin down) is 2.11 / 2.10 eV. As for the total energy: -5972.8699 a.u.

Results of the Löwdin charge analysis, in e, for atoms 1 through 5: -0.038 -0.478 -0.331 0.111 0.096


2.
Computed, not measured: a structure of composition C14H16IrN2OS in a non-equilibrium geometry, with ωB97M-V with the def2-TZVPD basis set.

Geometry as ORCA input:
```
! RIJCOSX wB97M-V def2-TZVPD def2/J DEFGRID3
* xyz 2 6
Ir -0.24 0.55 -0.88
S 0.47 -0.28 1.34
C -0.04 1.21 1.94
C 0.05 1.36 3.32
C -0.72 2.36 3.86
C -1.44 3.17 3.02
C -1.46 2.98 1.66
N -0.76 1.99 1.07
H 0.56 0.70 3.99
H -0.77 2.70 4.97
H -2.10 3.89 3.47
H -1.91 3.68 0.98
C -3.25 0.28 -1.95
C -2.85 -0.98 -1.21
N -3.58 -2.02 -1.07
O -1.71 -0.90 -0.64
H -2.45 0.54 -2.69
H -3.29 1.05 -1.17
H -4.19 0.36 -2.46
H -4.54 -2.08 -1.40
H -3.29 -2.77 -0.46
C 1.42 0.33 -2.23
C 2.28 -0.67 -1.51
C 3.13 -0.22 -0.44
C 3.89 -1.24 0.12
C 3.53 -2.58 -0.07
C 2.66 -2.99 -1.15
C 1.94 -2.05 -1.89
H 1.04 -0.02 -3.14
H 1.89 1.39 -2.31
H 3.30 0.83 -0.23
H 4.84 -0.93 0.57
H 3.89 -3.41 0.52
H 2.61 -3.98 -1.43
H 1.09 -2.25 -2.47
*
```

The value obtained for the HOMO energy (spin up / spin down) is -14.5 / -15.7 eV. As for the HOMO-LUMO gap (spin up / spin down): 0.310 / 0.235 Ha. Its LUMO energy (spin up / spin down) is -6.04 / -9.27 eV. The energy relative to the best compared isomer or geometry (same formula, charge and spin) comes out at 83.55 kJ/mol. As for the total energy: -1229.5901 a.u.

Results of the Löwdin charge analysis, in e, for atoms 1 through 5: 1.200 0.902 -0.734 -0.062 -0.021


3.
Computed, not measured: the molecule C14H16N2O2S in a non-equilibrium geometry, with ωB97M-V with the def2-TZVPD basis set.

Geometry as ORCA input:
```
! RIJCOSX wB97M-V def2-TZVPD def2/J DEFGRID3
* xyz 0 1
C 0.19 3.06 1.64
C 1.26 2.05 2.00
O 1.22 0.87 1.17
C 2.44 0.34 0.77
O 3.45 0.98 0.72
C 2.58 -1.04 0.52
C 3.69 -1.75 0.67
N 3.49 -3.08 0.30
C 2.26 -3.15 -0.01
S 1.28 -4.40 -0.84
C -0.02 -3.31 -0.83
C 0.22 -2.04 -0.38
C -0.85 -0.92 -0.50
C -0.36 0.06 -1.30
C -1.28 1.20 -1.88
C -2.56 1.37 -1.11
C -3.22 -0.08 -0.93
C -2.26 -1.07 -0.14
N 1.61 -1.97 0.08
H -0.72 2.52 1.35
H 0.45 3.87 1.00
H -0.04 3.66 2.61
H 2.27 2.49 2.04
H 1.15 1.76 3.05
H 4.70 -1.34 1.04
H -1.06 -3.45 -1.15
H 0.69 0.06 -1.72
H -1.37 1.15 -3.00
H -0.77 2.05 -1.79
H -3.31 2.04 -1.53
H -2.37 1.64 -0.05
H -4.21 0.00 -0.52
H -3.54 -0.46 -1.92
H -2.56 -2.07 -0.35
H -2.45 -1.04 0.97
*
```

The value obtained for the HOMO energy is -8.2 eV. As for the HOMO-LUMO gap: 0.325 Ha. Its LUMO energy is 0.64 eV. The energy relative to the best compared isomer or geometry (same formula, charge and spin) comes out at 350.09 kJ/mol. As for the total energy: -1201.1747 a.u. Its SMILES is CCOC(=O)c1cnc2scc(C3=CCCCC3)n12.

Results of the Löwdin charge analysis, in e, for atoms 1 through 5: -0.065 -0.224 -0.014 -0.434 0.121


4.
Computed, not measured: a cluster of 5 separate species, C14H16N5O11 in total in a non-equilibrium geometry, with ωB97M-V with the def2-TZVPD basis set.

Geometry as ORCA input:
```
! RIJCOSX wB97M-V def2-TZVPD def2/J DEFGRID3
* xyz 0 2
N 24.48 -27.13 -8.09
O 24.94 -27.46 -7.01
O 23.67 -26.28 -8.21
O 25.03 -27.41 -9.24
C 21.98 -27.66 -5.67
N 20.73 -28.32 -5.08
O 20.62 -28.08 -3.93
O 20.05 -29.04 -5.88
H 22.83 -28.01 -5.10
H 21.89 -26.59 -5.53
H 22.05 -27.90 -6.74
C 26.07 -29.82 -12.77
N 25.70 -28.41 -12.99
O 26.00 -27.85 -14.05
O 25.19 -27.87 -12.02
H 25.74 -30.19 -11.80
H 27.16 -29.80 -12.86
H 25.83 -30.32 -13.71
C 23.53 -32.70 -10.61
C 23.93 -31.47 -10.14
C 23.38 -30.23 -10.63
C 22.42 -30.26 -11.58
C 22.04 -31.46 -12.12
C 22.61 -32.67 -11.62
N 21.78 -28.94 -11.95
O 20.66 -29.00 -12.44
O 22.33 -27.93 -11.43
H 24.12 -33.60 -10.46
H 24.76 -31.50 -9.45
H 23.87 -29.38 -10.18
H 21.40 -31.50 -12.98
H 22.35 -33.55 -12.19
C 29.58 -27.78 -8.30
C 28.68 -28.05 -9.34
C 29.24 -27.95 -10.67
C 30.66 -28.04 -10.83
C 31.50 -27.84 -9.71
C 30.97 -27.64 -8.44
N 31.25 -28.27 -12.19
O 32.49 -28.14 -12.28
O 30.53 -28.50 -13.14
H 29.12 -27.86 -7.32
H 27.63 -28.24 -9.18
H 28.62 -28.16 -11.53
H 32.57 -27.86 -9.85
H 31.71 -27.38 -7.69
*
```

The value obtained for the HOMO energy (spin up / spin down) is -10.2 / -10.2 eV. As for the HOMO-LUMO gap (spin up / spin down): 0.338 / 0.208 Ha. Its LUMO energy (spin up / spin down) is -1.02 / -4.57 eV. As for the total energy: -1643.8424 a.u.

Results of the Löwdin charge analysis, in e, for atoms 1 through 5: -0.540 0.141 0.212 0.197 0.027